C42H105N7 | wB97M-V/def2-TZVPD

Atoms and positions in Å:
C -6.012 -1.900 -0.066
C -4.730 -2.766 -0.154
N -3.849 -2.746 1.057
C -2.817 -3.751 1.025
C -2.323 -4.043 2.434
C -3.226 -1.397 1.232
C -3.955 -0.744 2.455
H -5.693 -0.865 0.048
H -6.749 -2.132 0.704
H -6.522 -1.930 -1.029
H -4.876 -3.820 -0.393
H -4.136 -2.466 -1.017
H -3.225 -4.698 0.672
H -1.998 -3.564 0.331
H -1.823 -3.236 2.970
H -3.169 -4.157 3.112
H -1.790 -4.988 2.544
H -3.034 -0.796 0.344
H -2.248 -1.600 1.669
H -4.956 -0.477 2.116
H -3.415 0.182 2.654
H -4.206 -1.438 3.257
C 2.850 5.791 1.479
C 2.330 6.796 0.358
N 1.634 7.916 1.118
C 2.438 8.813 2.081
C 3.458 9.697 1.376
C 0.771 8.796 0.253
C -0.588 8.954 0.834
H 3.378 4.930 1.069
H 1.966 5.305 1.890
H 3.528 6.205 2.226
H 3.179 7.246 -0.157
H 1.734 6.241 -0.366
H 1.699 9.468 2.542
H 2.992 8.196 2.789
H 2.926 10.441 0.783
H 4.169 10.153 2.066
H 3.843 9.030 0.605
H 0.642 8.328 -0.723
H 1.193 9.779 0.041
H -1.266 9.447 0.137
H -0.722 9.685 1.631
H -1.060 8.019 1.136
C 0.048 -4.315 7.375
C 0.592 -4.188 5.999
N 1.524 -5.208 5.544
C 1.692 -4.973 4.122
C 2.357 -3.644 3.846
C 1.035 -6.552 5.824
C -0.289 -6.900 5.214
H -0.534 -5.211 7.595
H -0.567 -3.455 7.641
H 0.906 -4.335 8.046
H -0.170 -4.118 5.222
H 1.207 -3.299 6.137
H 2.268 -5.793 3.693
H 0.816 -5.089 3.484
H 3.219 -3.738 3.184
H 1.682 -2.944 3.353
H 2.607 -3.075 4.741
H 1.028 -6.714 6.901
H 1.741 -7.328 5.527
H -1.144 -6.555 5.795
H -0.339 -7.988 5.160
H -0.446 -6.563 4.189
C -0.823 4.927 0.532
C -2.055 4.229 1.156
N -3.047 5.234 1.358
C -2.925 6.060 2.550
C -3.134 5.146 3.824
C -3.581 5.966 0.174
C -4.092 5.031 -1.007
H 0.094 4.342 0.602
H -0.642 5.905 0.979
H -1.020 5.014 -0.537
H -2.618 3.507 0.563
H -1.791 3.757 2.102
H -3.736 6.785 2.491
H -1.957 6.558 2.482
H -2.226 4.871 4.360
H -3.684 4.223 3.643
H -3.725 5.638 4.597
H -4.463 6.523 0.488
H -2.939 6.751 -0.226
H -5.034 5.451 -1.360
H -3.348 5.042 -1.803
H -4.384 4.005 -0.779
C 5.049 -7.841 -3.348
C 4.004 -6.990 -2.675
N 2.744 -7.699 -2.402
C 2.066 -8.102 -3.602
C 0.842 -8.929 -3.395
C 1.850 -6.802 -1.662
C 2.460 -6.235 -0.312
H 6.034 -7.375 -3.363
H 4.893 -7.928 -4.423
H 5.066 -8.833 -2.895
H 4.406 -6.531 -1.772
H 3.785 -6.224 -3.418
H 1.742 -7.262 -4.216
H 2.683 -8.701 -4.272
H 0.147 -8.466 -2.695
H 0.482 -9.335 -4.341
H 1.131 -9.861 -2.909
H 0.917 -7.302 -1.401
H 1.441 -5.985 -2.257
H 2.830 -6.983 0.390
H 1.698 -5.761 0.305
H 3.199 -5.439 -0.405
C 0.016 0.491 -3.699
C -0.764 0.533 -5.024
N -0.226 1.503 -5.986
C 0.994 1.212 -6.711
C 0.779 0.344 -7.950
C -1.249 2.319 -6.718
C -0.838 3.460 -7.557
H 0.165 1.536 -3.429
H 0.993 0.017 -3.789
H -0.469 -0.093 -2.916
H -0.699 -0.437 -5.517
H -1.799 0.814 -4.827
H 1.384 2.175 -7.040
H 1.813 0.764 -6.149
H -0.030 0.816 -8.507
H 1.636 0.223 -8.614
H 0.341 -0.555 -7.517
H -1.987 2.711 -6.018
H -1.747 1.570 -7.334
H -1.638 3.947 -8.116
H -0.039 3.220 -8.258
H -0.507 4.188 -6.816
C -0.246 1.445 1.330
C 0.548 0.191 0.954
N 1.148 0.086 -0.409
C 1.963 -1.065 -0.687
C 1.114 -2.330 -0.484
C 1.686 1.272 -0.982
C 2.999 1.820 -0.361
H -0.813 1.281 2.247
H -0.981 1.619 0.544
H 0.383 2.335 1.376
H 1.142 0.081 1.861
H -0.162 -0.631 1.045
H 2.373 -1.047 -1.697
H 2.904 -1.207 -0.156
H 0.175 -2.144 -1.005
H 1.613 -3.178 -0.952
H 1.127 -2.561 0.581
H 0.989 2.098 -0.838
H 1.790 1.079 -2.050
H 3.097 1.719 0.719
H 3.300 2.842 -0.592
H 3.808 1.235 -0.799

- total charge = -1
- energy relative to the best compared isomer or geometry (same formula, charge and spin) (kcal/mol) = 27.5
- multiplicity = 2
- HOMO-LUMO gap (alpha / beta) (eV) = 1.5 / 7.9
- energy (Eh) = -2046.2112

These are the Löwdin partial charges, in e, on atoms 1 to 99: -0.103, -0.251, -0.188, -0.295, -0.102, -0.230, -0.090, 0.049, 0.067, 0.059, 0.096, 0.091, 0.103, 0.107, 0.058, 0.070, 0.053, 0.110, 0.070, 0.041, 0.055, 0.069, -0.086, -0.205, -0.160, -0.220, -0.102, -0.267, -0.112, 0.046, 0.053, 0.053, 0.080, 0.093, 0.102, 0.090, 0.052, 0.073, 0.061, 0.107, 0.092, 0.070, 0.068, 0.039, -0.105, -0.288, -0.170, -0.291, -0.092, -0.271, -0.099, 0.061, 0.077, 0.083, 0.117, 0.106, 0.112, 0.088, 0.068, 0.061, 0.063, 0.105, 0.109, 0.068, 0.072, 0.056, -0.067, -0.248, -0.244, -0.220, -0.092, -0.222, -0.121, 0.040, 0.049, 0.064, 0.100, 0.099, 0.103, 0.085, 0.054, 0.066, 0.050, 0.092, 0.090, 0.050, 0.044, 0.050, -0.108, -0.269, -0.171, -0.316, -0.108, -0.241, -0.094, 0.069, 0.062, 0.078, 0.101